(a)
The following is a quantum chemistry calculation of C4H3N3 in the gas phase, from OMol25.

- E_LUMO: -0.7 eV
- Highest occupied orbital energy: -9.72 eV
- Frontier orbital gap: 9.03 eV

CARTESIAN COORDINATES (ANGSTROEM)
C: -2.30 -0.22 1.13
C: -1.57 0.67 0.59
C: -0.37 0.41 0.02
C: 0.73 -0.34 0.69
N: 1.70 -0.60 -0.37
N: 1.29 -0.12 -1.44
N: 0.07 0.53 -1.24
H: 0.28 -1.27 1.06
H: 1.20 0.16 1.55
H: -0.44 0.86 -2.04



(b)
The following is a quantum chemistry calculation of C4H3N3 in the gas phase, from OMol25.

- E_LUMO: 0.8 eV
- Highest occupied orbital energy: -9.53 eV
- SMILES: C#Cc1cnn[nH]1
- Frontier orbital gap: 10.30 eV

CARTESIAN COORDINATES (ANGSTROEM)
C: -1.05 1.84 -1.39
C: -0.49 0.99 -0.75
C: 0.05 -0.05 0.04
C: -0.60 -0.99 0.80
N: 0.33 -1.79 1.38
N: 1.52 -1.42 1.03
N: 1.37 -0.33 0.20
H: -1.54 2.60 -1.96
H: -1.66 -1.10 0.93
H: 2.06 0.25 -0.28



(c)
The following is a quantum chemistry calculation of C4H3N3 in the gas phase, from OMol25.

- E_LUMO: 0.7 eV
- Highest occupied orbital energy: -9.40 eV
- SMILES: C#Cc1cnn[nH]1
- Frontier orbital gap: 10.06 eV

CARTESIAN COORDINATES (ANGSTROEM)
C: -1.65 1.67 0.65
C: -0.54 1.26 0.41
C: 0.28 0.16 0.02
C: -0.35 -1.02 -0.25
N: 0.56 -1.95 -0.61
N: 1.73 -1.40 -0.57
N: 1.59 -0.12 -0.19
H: -2.64 1.98 0.90
H: -1.43 -1.07 -0.20
H: 2.41 0.46 -0.13



(d)
The following is a quantum chemistry calculation of C4H3N3 in the gas phase, from OMol25.

- E_LUMO (alpha / beta): -0.6 / -0.6 eV
- Highest occupied orbital energy (alpha / beta): -8.47 / -8.47 eV
- Frontier orbital gap (alpha / beta): 7.91 / 7.90 eV

CARTESIAN COORDINATES (ANGSTROEM)
C: 1.72 0.98 0.00
C: 0.91 -1.27 -0.01
C: -1.62 -0.21 -0.01
C: 0.62 0.10 -0.01
N: 2.60 1.72 0.02
N: 1.18 -2.39 0.02
N: -0.61 0.58 -0.01
H: -2.62 0.17 0.01
H: -1.46 -1.27 0.00
H: -0.72 1.59 0.01



Least stable of them? (a).



(a)
The following is a quantum chemistry calculation of C4H3N3 in the gas phase, from OMol25.

- E_LUMO: -0.7 eV
- Highest occupied orbital energy: -9.71 eV
- Frontier orbital gap: 8.97 eV

CARTESIAN COORDINATES (ANGSTROEM)
C: -1.76 -1.86 -0.75
C: -1.69 -0.64 -0.41
C: -0.56 0.06 -0.14
C: 0.49 -0.38 0.83
N: 1.59 0.55 0.62
N: 1.30 1.36 -0.27
N: 0.00 1.12 -0.74
H: 0.78 -1.39 0.52
H: 0.19 -0.43 1.89
H: -0.33 1.62 -1.55



(b)
The following is a quantum chemistry calculation of a molecular structure, C4H3N3, from OMol25.

- E_LUMO: -1.4 eV
- Highest occupied orbital energy: -10.57 eV
- Frontier orbital gap: 9.13 eV

CARTESIAN COORDINATES (ANGSTROEM)
C: -0.89 -0.07 -1.41
C: 0.06 2.21 1.11
C: 0.58 -1.48 0.18
C: -0.25 0.34 -0.23
N: -1.38 -0.52 -2.35
N: 0.38 2.99 1.88
N: -0.41 1.56 0.10
H: 0.60 -1.57 1.30
H: 1.52 -1.23 -0.25
H: -0.21 -2.25 -0.33



Least stable of them? (a).



(a)
The following is a quantum chemistry calculation of 2 unconnected molecules or ions with the total composition C5H9FO, from OMol25.

- E_LUMO: 0.1 eV
- Highest occupied orbital energy: -9.23 eV
- Frontier orbital gap: 9.28 eV

CARTESIAN COORDINATES (ANGSTROEM)
C: -0.57 -0.25 -0.25
C: -0.01 -0.33 -1.42
C: -1.93 -0.09 0.22
C: 1.49 -0.32 -1.80
C: 0.72 0.58 2.17
O: 1.09 -0.22 1.05
F: -0.94 -0.50 -2.43
H: -2.44 -1.02 0.48
H: -2.40 0.32 -0.79
H: -1.98 0.65 1.05
H: 1.62 0.63 -2.37
H: 2.03 -0.26 -0.87
H: 1.61 -1.25 -2.33
H: 1.46 0.39 2.87
H: -0.21 0.04 2.49
H: 0.45 1.61 1.92



(b)
The following is a quantum chemistry calculation of 2 unconnected molecules or ions with the total composition C5H9FO, from OMol25.

- E_LUMO: 1.1 eV
- Highest occupied orbital energy: -8.58 eV
- Frontier orbital gap: 9.69 eV

CARTESIAN COORDINATES (ANGSTROEM)
C: -0.69 -1.08 0.63
C: 0.47 -0.22 0.37
C: -0.70 -2.08 1.66
C: 0.72 1.61 -1.89
C: 0.14 1.79 -0.53
O: 0.02 -1.28 -0.61
F: 0.57 2.89 0.17
H: -1.65 -0.49 0.51
H: 1.45 -0.19 0.79
H: 0.24 -2.24 2.05
H: -1.10 -3.01 1.32
H: -1.35 -1.80 2.48
H: 1.62 2.20 -2.07
H: 0.00 1.65 -2.74
H: 1.16 0.58 -1.86
H: -0.90 1.68 -0.28



Least stable of them? (a).



(a)
The following is a quantum chemistry calculation of a molecular structure, C2H7N, from OMol25.

- E_LUMO: -0.5 eV
- Highest occupied orbital energy: -8.65 eV
- Frontier orbital gap: 8.13 eV

CARTESIAN COORDINATES (ANGSTROEM)
C: -2.17 0.10 0.52
N: -0.92 -0.39 0.04
C: 1.99 0.01 -0.34
H: -2.65 -0.47 1.33
H: -2.35 1.12 0.50
H: -1.74 -0.40 -0.75
H: 1.14 0.54 -0.06
H: 1.71 -0.89 0.17
H: 2.08 -0.12 -1.39
H: 2.90 0.51 -0.02



(b)
The following is a quantum chemistry calculation of C2H7N in the gas phase, from OMol25.

- E_LUMO: 1.2 eV
- Highest occupied orbital energy: -9.25 eV
- SMILES: CCN
- Frontier orbital gap: 10.50 eV

CARTESIAN COORDINATES (ANGSTROEM)
C: -1.15 -0.29 -0.08
C: 0.17 0.51 0.02
H: -1.98 0.42 0.10
H: -1.33 -0.75 -1.05
H: -1.21 -1.07 0.67
H: 0.20 1.24 -0.82
H: 0.20 1.10 0.96
H: 1.54 -0.95 0.66
H: 2.22 0.16 -0.30
N: 1.34 -0.37 -0.16



Least stable of them? (a).



(a)
The following is a quantum chemistry calculation of 2 unconnected molecules or ions with the total composition C2H7N, from OMol25.

- E_LUMO: 1.1 eV
- Highest occupied orbital energy: -9.90 eV
- SMILES: C=C.N
- Frontier orbital gap: 11.01 eV

CARTESIAN COORDINATES (ANGSTROEM)
N: -0.40 -2.42 3.40
H: -0.02 -3.18 3.95
H: -0.91 -1.74 3.95
H: 0.37 -1.89 3.02
C: 0.55 2.09 -2.17
C: -0.15 0.93 -2.12
H: 1.62 1.99 -2.09
H: 0.03 2.85 -2.74
H: 0.18 0.04 -1.62
H: -1.07 0.78 -2.68



(b)
The following is a quantum chemistry calculation of 2 unconnected molecules or ions with the total composition C2H7N, from OMol25.

- E_LUMO: 1.1 eV
- Highest occupied orbital energy: -10.07 eV
- SMILES: C=N.C
- Frontier orbital gap: 11.13 eV

CARTESIAN COORDINATES (ANGSTROEM)
C: -1.04 -0.33 -2.67
H: -0.57 0.47 -2.12
H: -0.33 -1.12 -2.94
H: -1.47 0.18 -3.54
H: -1.87 -0.86 -2.22
C: 1.09 0.19 3.10
N: 0.42 0.73 2.17
H: 0.76 0.16 4.13
H: 2.05 -0.22 2.77
H: 0.96 0.78 1.31



Least stable of them? (a).



(a)
The following is a quantum chemistry calculation of C6H9N in the gas phase, from OMol25.

- E_LUMO (alpha / beta): -0.3 / -0.3 eV
- Highest occupied orbital energy (alpha / beta): -7.73 / -7.73 eV
- Frontier orbital gap (alpha / beta): 7.44 / 7.44 eV

CARTESIAN COORDINATES (ANGSTROEM)
C: 2.88 0.96 1.49
C: 1.81 0.13 1.39
C: 0.51 -0.05 0.92
C: 0.03 -0.75 -0.30
C: -1.45 -0.51 -0.48
C: -1.93 0.64 -1.28
N: -2.02 -0.73 -1.81
H: 2.95 1.94 1.04
H: 3.66 0.67 2.19
H: 1.84 -0.50 2.29
H: 0.21 -1.83 -0.13
H: 0.59 -0.52 -1.23
H: -2.05 -0.79 0.38
H: -1.21 1.27 -1.79
H: -2.84 1.15 -0.96
H: -2.97 -1.07 -1.74



(b)
The following is a quantum chemistry calculation of a molecular structure, C6H9N, from OMol25.

- E_LUMO: 0.8 eV
- Highest occupied orbital energy: -8.18 eV
- Frontier orbital gap: 9.02 eV

CARTESIAN COORDINATES (ANGSTROEM)
C: -0.87 1.27 1.11
C: -0.12 0.39 0.17
C: 0.81 0.90 -0.86
C: -0.62 -0.37 -0.99
C: -0.05 -1.70 -0.58
N: 1.34 -1.58 -0.23
C: 0.39 -1.02 0.69
H: -1.62 0.70 1.65
H: -1.36 2.09 0.58
H: -0.17 1.71 1.84
H: 0.53 1.70 -1.53
H: 1.88 1.05 -0.57
H: -1.65 -0.30 -1.40
H: -0.46 -2.68 -0.83
H: 1.72 -0.80 -0.77
H: 0.25 -1.36 1.70



(c)
The following is a quantum chemistry calculation of C6H9N in the gas phase, from OMol25.

- E_LUMO: 1.2 eV
- Highest occupied orbital energy: -8.99 eV
- SMILES: C1=CCN2C[C@H]2C1
- Frontier orbital gap: 10.14 eV

CARTESIAN COORDINATES (ANGSTROEM)
C: -0.05 1.59 -0.10
C: -1.40 0.79 -0.12
C: -1.53 -0.55 0.00
C: -0.51 -1.50 0.10
C: 2.01 -0.31 -0.20
C: 0.99 0.56 0.30
H: -0.10 1.95 -1.05
H: -0.12 2.44 0.58
H: -2.38 1.09 -0.23
H: -2.58 -0.97 -0.30
H: -0.48 -2.34 -0.70
H: -0.53 -2.10 1.00
H: 2.66 -0.54 0.73
H: 2.56 0.03 -0.99
H: 0.81 0.47 1.41
N: 0.64 -0.61 -0.43



(d)
The following is a quantum chemistry calculation of C6H9N in the gas phase, from OMol25.

- E_LUMO: 0.8 eV
- Highest occupied orbital energy: -9.62 eV
- SMILES: C=C(C)CCC#N
- Frontier orbital gap: 10.45 eV

CARTESIAN COORDINATES (ANGSTROEM)
C: -1.53 -0.69 1.24
C: -0.20 -0.19 0.72
C: 0.52 0.71 1.39
C: 1.07 0.18 -1.49
C: 0.25 -0.77 -0.61
C: 0.29 1.38 -1.83
N: -0.36 2.30 -2.09
H: -1.81 -1.64 0.78
H: -2.32 0.03 0.99
H: -1.52 -0.82 2.32
H: 0.18 1.08 2.36
H: 1.45 1.12 1.02
H: 1.36 -0.31 -2.42
H: 1.99 0.49 -0.99
H: -0.63 -1.09 -1.18
H: 0.84 -1.68 -0.43



Least stable of them? (a).